Entry from the OMol25 dataset: a 15-piece molecular cluster, C28H55Cl28NO2 overall (ωB97M-V with the def2-TZVPD basis set).

Geometry as XYZ:
```
114
Properties=species:S:1:pos:R:3:forces:R:3:mulliken_charge:R:1
C -4.42908 -2.63100 2.04546 0.3 -0.3 0.1 -0.80
O -4.78978 -1.30633 1.76982 -0.5 -0.1 0.0 -0.36
C -4.72610 -0.47451 2.92735 0.9 0.6 -0.3 -0.33
C -3.30463 0.09907 3.09788 -0.1 -0.5 -0.1 1.55
C -2.84719 0.22939 4.54348 0.0 0.1 0.0 -0.85
C -1.54671 1.02289 4.76466 -0.4 0.0 -0.2 -0.48
C -0.47174 0.88555 3.69544 0.6 -0.2 0.5 1.89
C 0.43681 -0.34914 3.83335 0.4 0.7 -0.1 -0.42
C 1.03725 -0.79308 2.49854 -0.2 -0.8 0.5 -0.92
C -0.02177 -1.18401 1.46309 0.4 0.0 -0.4 -0.01
C -0.15340 -0.17932 0.32372 -0.5 0.3 0.2 -0.39
C -1.07872 -0.61766 -0.80918 0.1 0.0 -0.4 0.62
C -1.78068 -1.96479 -0.72892 0.0 -0.3 -0.3 0.00
C -2.86058 -1.86027 -1.80515 0.1 1.4 0.4 -0.75
N -3.22205 -0.40168 -1.78239 0.0 -1.1 0.6 -0.34
C -2.25352 0.31476 -1.07865 -0.4 1.1 0.0 -0.04
O -2.34811 1.49344 -0.77233 0.1 -1.2 -0.1 -0.61
H -4.69412 -3.26831 1.20521 -0.1 0.1 -0.2 0.29
H -4.93477 -3.02629 2.93125 -0.1 0.1 0.1 0.34
H -3.35200 -2.74412 2.21518 0.1 0.1 0.0 0.25
H -5.43089 0.33653 2.74463 0.0 -0.2 0.2 -0.08
H -4.99445 -1.04253 3.82019 -0.3 0.0 0.1 0.47
H -3.19261 1.01737 2.52469 0.0 0.2 0.1 0.05
H -2.65274 -0.63100 2.62480 0.2 0.0 -0.2 -1.08
H -2.79454 -0.77768 4.96519 0.2 -0.1 0.0 0.40
H -3.62131 0.72979 5.11189 -0.3 0.2 0.3 0.40
H -1.82260 2.07334 4.83524 0.0 -0.1 -0.1 -0.36
H -1.15422 0.76181 5.74889 0.2 0.0 0.0 0.32
H 0.18545 1.75366 3.78894 0.0 0.1 -0.2 -0.02
H -0.87778 0.93517 2.69194 -0.3 0.0 0.0 -1.31
H 1.26753 -0.04522 4.47289 -0.1 -0.3 0.1 -0.10
H -0.04896 -1.17889 4.34913 -0.2 -0.1 -0.2 0.39
H 1.73691 -0.05462 2.11482 -0.1 0.3 -0.1 0.22
H 1.63867 -1.68219 2.70442 0.2 0.0 0.0 0.26
H -0.97467 -1.32545 1.96222 -0.2 0.0 0.1 -0.62
H 0.23294 -2.14696 1.02142 0.1 -0.1 0.0 0.97
H -0.55990 0.75971 0.70418 0.1 0.1 0.0 -0.14
H 0.83260 0.06125 -0.06799 0.1 -0.1 0.0 0.46
H -0.52690 -0.63609 -1.75797 0.1 0.1 0.0 0.06
H -2.30456 -2.09594 0.21381 0.1 0.1 0.3 -0.30
H -1.10002 -2.80066 -0.86939 0.0 -0.1 0.0 0.36
H -2.51720 -2.05842 -2.81647 0.0 -0.6 0.0 0.29
H -3.73474 -2.42424 -1.50215 -0.1 -0.3 -0.5 0.39
H -4.16215 -0.30800 -1.42438 0.0 0.8 -0.2 0.35
C -8.74566 -0.27782 2.63482 -0.1 -0.1 -0.2 -0.23
Cl -7.88182 1.26157 2.79295 -0.2 0.0 0.1 -0.15
Cl -8.79825 -1.22656 4.12570 0.1 0.0 -0.2 -0.14
H -9.77074 -0.06825 2.35522 0.0 0.1 0.0 0.33
H -8.24980 -0.85158 1.86062 0.1 -0.1 0.1 0.18
C 1.72423 -2.64055 -3.01104 0.1 0.0 0.0 0.45
Cl 1.76136 -3.16752 -1.32267 0.0 0.1 0.0 -0.20
Cl 1.93745 -3.99925 -4.11884 -0.1 0.1 0.0 -0.06
H 0.76625 -2.17348 -3.21052 0.0 -0.1 0.0 0.08
H 2.53369 -1.93748 -3.16809 0.1 0.0 0.0 -0.26
C 4.55270 0.89928 4.68897 0.0 0.0 0.1 -0.41
Cl 4.17045 1.22993 2.99260 0.1 -0.1 -0.1 -0.13
Cl 3.15567 1.14797 5.74298 0.2 0.1 0.1 -0.13
H 4.87636 -0.13072 4.77578 -0.1 0.0 0.0 0.32
H 5.34188 1.57319 4.99959 0.0 0.0 0.0 0.35
C -7.45302 1.57466 7.34449 0.0 0.0 0.0 -0.28
Cl -6.86249 0.07406 6.62582 0.1 0.0 0.1 -0.11
Cl -6.21748 2.36864 8.33029 0.0 0.0 0.0 -0.16
H -7.73924 2.24655 6.54385 0.1 0.0 0.0 0.22
H -8.30454 1.34590 7.97357 0.0 0.0 0.0 0.32
C 2.78231 4.52702 3.41078 0.1 0.0 0.1 0.44
Cl 2.34974 4.84301 1.72339 0.0 0.0 -0.1 -0.18
Cl 1.39835 4.76300 4.48029 0.0 0.0 0.0 -0.14
H 3.12338 3.50052 3.49493 -0.2 0.1 0.0 -0.52
H 3.56957 5.21226 3.70223 -0.1 0.1 0.0 0.38
C -2.27089 5.02615 2.89352 0.2 0.0 0.0 -0.43
Cl -2.37174 4.50461 4.58595 -0.1 0.2 0.0 -0.19
Cl -1.82103 3.70575 1.80577 -0.1 0.1 0.1 0.00
H -3.23818 5.40602 2.59874 -0.1 -0.1 0.0 0.28
H -1.51634 5.80105 2.82094 0.1 -0.1 0.0 0.33
C 4.63288 -0.45013 -5.15575 0.0 -0.1 -0.1 -0.40
Cl 4.04131 0.44590 -3.74464 0.0 0.0 0.0 -0.12
Cl 4.92870 -2.15394 -4.78946 0.0 0.1 0.0 -0.13
H 3.88334 -0.39154 -5.93573 0.0 0.0 0.0 0.34
H 5.55838 0.00027 -5.48554 0.1 0.0 0.1 0.31
C 3.57026 3.42880 -6.11978 -0.1 0.0 0.0 0.06
Cl 2.83552 4.09051 -7.58448 0.0 0.0 0.0 -0.15
Cl 5.10315 2.61570 -6.47118 0.1 0.1 0.0 -0.17
H 3.75786 4.23878 -5.42707 0.1 0.0 0.0 0.03
H 2.88996 2.70930 -5.67951 0.0 0.0 0.0 0.26
C 3.14226 -7.46576 -3.11911 -0.1 0.0 0.0 0.20
Cl 3.47473 -9.07194 -3.77343 0.0 0.0 0.0 -0.16
Cl 4.62848 -6.59974 -2.70521 0.0 0.1 0.0 -0.17
H 2.61519 -6.89208 -3.87163 0.1 0.0 0.0 -0.21
H 2.54491 -7.57174 -2.22153 0.1 0.0 0.0 0.30
C -5.59535 6.24683 -0.39380 0.0 0.0 0.0 -0.30
Cl -5.13466 7.80412 -1.09252 0.0 0.0 0.0 -0.16
Cl -4.18795 5.27994 0.06402 -0.1 0.0 -0.1 -0.04
H -6.19228 6.43040 0.49142 0.0 0.0 0.0 0.24
H -6.16659 5.69386 -1.12946 0.1 0.0 0.0 0.28
C 4.64333 4.41231 -1.27936 -0.1 -0.1 0.0 0.14
Cl 6.26245 4.63498 -0.61390 0.0 0.0 0.0 -0.16
Cl 4.47531 5.15195 -2.87958 0.0 0.0 0.0 -0.16
H 4.44629 3.35029 -1.36488 0.1 0.0 -0.1 0.16
H 3.92468 4.87991 -0.61884 0.1 0.1 0.0 0.01
C 8.05845 -8.29057 -2.65212 0.0 0.0 0.0 0.13
Cl 8.03803 -8.70101 -0.93251 0.0 0.0 0.0 -0.15
Cl 8.30086 -9.71501 -3.67031 0.0 0.0 0.0 -0.16
H 7.10618 -7.84305 -2.90747 0.0 -0.1 0.0 -0.08
H 8.87114 -7.59710 -2.83083 0.0 0.0 0.0 0.27
C 6.34514 5.98906 -8.18375 0.0 0.0 0.0 0.34
Cl 8.08421 5.75832 -7.96731 0.0 0.0 0.0 -0.16
Cl 5.82576 7.61006 -7.70569 0.0 0.0 0.0 -0.16
H 6.10394 5.84277 -9.22942 0.0 0.0 0.0 0.26
H 5.82485 5.26764 -7.56785 0.0 0.0 0.0 -0.29
C 0.75818 -7.17304 -6.82811 -0.1 0.0 0.0 -0.25
Cl 1.07561 -8.77685 -7.49188 0.0 0.0 0.0 -0.15
Cl 2.25078 -6.32670 -6.39357 0.0 0.0 -0.2 -0.12
H 0.23728 -6.58463 -7.57339 0.1 0.0 0.0 0.32
H 0.15226 -7.28018 -5.93619 0.0 0.0 0.0 0.23
```
Forces are in eV/Å.

As for the total energy: -14190.4374 a.u. As for the LUMO energy: 0.15 eV. For the frontier orbital gap, the calculation gives 9.72 eV.

---

Entry from the OMol25 dataset: a 2-piece molecular cluster, C4H7ClN3 overall (ωB97M-V with the def2-TZVPD basis set).

Geometry as XYZ:
```
15
Properties=species:S:1:pos:R:3:forces:R:3:mulliken_charge:R:1
C 0.94877 1.38583 -0.71767 0.8 2.8 0.7 -0.39
C 0.14049 0.31207 -1.06593 -1.8 -0.2 -2.8 0.31
C 1.47926 1.58226 0.51561 1.5 1.6 -2.3 -0.33
C 1.12122 -0.63313 1.24068 -1.2 -1.6 -0.9 0.26
N 1.55260 0.46395 1.26449 0.4 -0.2 1.4 -0.18
N -0.07100 -0.76151 -0.42672 3.3 0.5 3.1 0.21
N -0.78026 -1.79245 -0.73387 -1.2 0.3 -1.4 -0.69
Cl -2.97562 0.71801 1.05324 0.1 -0.2 0.0 -0.25
H 1.03843 2.20163 -1.48656 -0.1 -1.0 1.0 0.28
H -0.32642 0.47858 -2.04135 -0.3 -0.5 0.1 0.39
H 2.13112 2.49336 0.67383 -1.1 -1.4 0.6 0.35
H 1.20732 -1.68868 1.57933 -0.1 1.2 -0.2 0.33
H -3.20028 -0.48466 1.44089 -0.1 0.1 0.0 0.25
H -0.54552 -2.59129 -0.23595 0.1 -1.6 1.0 0.23
H -1.72012 -1.68397 -1.06002 -0.4 0.1 -0.3 0.24
```
Forces are in eV/Å.

As for the total energy: -780.6928 a.u. The total charge is +1. As for the LUMO energy: -4.99 eV. For the frontier orbital gap, the calculation gives 8.59 eV.